No. 1
A molecular structure, C38H117NO39Sn. Source: the OMol25 dataset; level of theory: wB97M-V/def2-TZVPD.

XYZ file:
```
196
Properties=species:S:1:pos:R:3:lowdin_charge:R:1
N 4.7436 2.0935 -4.3102 0.057
H 3.6965 2.2289 -4.3503 0.046
H 5.0073 2.4483 -5.2016 0.024
H 7.3913 -1.5557 -5.9910 0.029
H 5.0400 2.8101 -3.6953 0.004
Sn 1.8905 1.6248 0.6133 1.387
O 7.1698 -1.0487 -5.2343 -0.051
H 6.1852 -1.0190 -5.2896 0.019
O 1.0921 0.4130 -0.8990 -0.396
C 1.2259 -0.9135 -0.3252 -0.256
C 1.1787 -0.9529 1.1892 -0.309
O 2.0693 -0.0078 1.7665 -0.433
H 2.0726 -1.2994 -0.7442 0.063
H 0.4102 -1.4791 -0.7017 0.099
H 1.5526 -1.9385 1.5074 0.093
H 0.1200 -0.8604 1.5115 0.122
C 0.6395 5.5047 -1.7834 -0.152
C -0.4733 4.9084 -0.9550 -0.207
O -1.4637 4.1458 -1.6836 -0.102
O 1.5545 4.4766 -2.3889 -0.098
H 1.2455 6.2340 -1.2112 0.128
H 0.2138 6.1336 -2.5458 0.108
H -1.0361 5.6475 -0.4247 0.122
H -0.0251 4.2611 -0.2121 0.079
H -1.0502 3.3439 -2.0626 0.051
H 1.1184 3.6174 -2.2583 0.051
C -2.8050 2.0032 1.7511 -0.216
C -1.4462 2.5052 1.3652 -0.275
O -0.5603 1.5475 1.8490 -0.190
O -3.0239 2.1859 3.1583 -0.070
H -2.8100 0.9482 1.4679 0.109
H -3.6131 2.5395 1.2093 0.118
H -1.2999 3.5258 1.7898 0.142
H -1.3149 2.6470 0.2791 0.094
H -0.5999 1.7217 2.8621 0.087
H -3.1138 1.3319 3.6259 0.087
C 0.4595 -2.1831 -4.8456 -0.243
C 1.2141 -1.0853 -5.5853 -0.234
O 1.4906 -0.2609 -4.5015 -0.078
O 1.1205 -2.5727 -3.6817 -0.080
H 0.2624 -3.0947 -5.5367 0.152
H -0.5341 -1.7684 -4.5973 0.109
H 0.5236 -0.6037 -6.2351 0.108
H 2.0633 -1.4615 -6.1477 0.118
H 1.2994 0.6554 -4.7785 0.067
H 1.5611 -1.8059 -3.3034 0.062
C -7.4292 2.2805 -4.5290 -0.257
C -6.0599 1.8399 -4.3888 -0.253
O -5.7981 1.3745 -3.0410 -0.097
O -7.8899 3.2853 -3.5646 -0.074
H -8.0498 1.3814 -4.5077 0.119
H -7.6004 2.8513 -5.4643 0.133
H -5.3997 2.7162 -4.6091 0.127
H -5.8761 0.9569 -5.0139 0.126
H -5.0262 1.8634 -2.6761 0.045
H -7.6394 2.7907 -2.7689 0.068
C -4.1504 6.5060 2.8186 -0.227
C -3.7863 6.0470 4.2102 -0.278
O -3.2698 4.7565 4.3314 -0.080
O -5.1203 5.6117 2.1824 -0.085
H -3.2258 6.6180 2.1613 0.127
H -4.5939 7.5269 2.7979 0.119
H -4.7636 6.1027 4.6986 0.117
H -3.0524 6.7524 4.6250 0.124
H -3.7574 4.1565 3.7241 0.078
H -4.9542 5.5437 1.2476 0.008
C 4.9145 1.7275 -1.1188 -0.232
C 6.3494 1.8294 -0.7159 -0.214
O 6.8124 0.5422 -0.2919 -0.114
O 4.2223 1.0221 -0.0788 -0.207
H 4.8280 1.3225 -2.1255 0.085
H 4.6076 2.7948 -1.0217 0.133
H 6.4002 2.4402 0.1827 0.130
H 6.9398 2.1543 -1.5321 0.112
H 6.5219 -0.1253 -0.9957 0.065
H 4.6835 0.1766 0.0390 0.076
C -0.5815 2.4797 5.5713 -0.183
C 0.2520 3.6726 5.8582 -0.214
O 0.2134 4.5604 4.7058 -0.060
O 0.0303 1.7648 4.4562 -0.131
H -1.5506 2.7968 5.2050 0.104
H -0.6644 1.7639 6.3590 0.121
H 1.2667 3.3246 6.0496 0.117
H -0.0163 4.1504 6.7880 0.121
H -0.6511 5.0054 4.6880 0.080
H 0.8038 2.3715 4.2073 0.127
C -1.8520 0.6403 -2.3930 -0.231
C -2.7273 0.3686 -1.1673 -0.145
O -3.8208 1.3585 -1.1024 -0.086
O -0.7232 1.4165 -2.1011 -0.152
H -2.4055 1.2225 -3.1523 0.117
H -1.4993 -0.3269 -2.8451 0.122
H -2.0405 0.5432 -0.3029 0.108
H -3.1777 -0.6291 -1.2354 0.115
H -4.4118 1.0385 -0.4529 0.061
H -0.0176 0.8493 -1.5881 -0.002
C 3.7031 0.4950 4.9675 -0.257
C 2.5012 -0.3793 5.2238 -0.196
O 2.4266 -1.4955 4.2662 -0.127
O 3.6521 1.6713 5.7375 -0.046
H 3.5582 0.7525 3.8717 0.126
H 4.6352 -0.0810 5.1532 0.134
H 1.6052 0.2626 5.2334 0.103
H 2.5750 -0.9453 6.1948 0.139
H 2.0719 -1.1032 3.4055 0.072
H 4.2163 1.5651 6.4825 0.072
C 0.5147 -5.7645 -0.5866 -0.278
C 0.3708 -4.2763 -0.6015 -0.193
O -0.5496 -3.7984 -1.6193 -0.103
O -0.7005 -6.3325 -0.8404 -0.073
H 0.8860 -6.1044 0.3554 0.108
H 1.3219 -6.1812 -1.2019 0.125
H 1.2789 -3.7118 -0.8211 0.118
H 0.0018 -3.9986 0.3985 0.106
H -0.0343 -3.4326 -2.3636 0.061
H -1.1491 -5.7666 -1.5698 0.139
C -2.1052 -2.7842 5.0531 -0.246
C -2.1897 -2.0438 3.7321 -0.234
O -2.1102 -0.6375 3.8431 -0.049
O -0.8393 -2.6099 5.6392 -0.088
H -2.2747 -3.8066 4.8076 0.086
H -2.8436 -2.3322 5.7432 0.133
H -3.0848 -2.3167 3.1626 0.125
H -1.4031 -2.4420 3.0957 0.099
H -1.4048 -0.3486 4.3931 0.056
H -0.1618 -3.2085 5.1565 0.084
C -2.0257 -7.2813 2.4898 -0.228
C -2.0376 -5.8912 2.9535 -0.271
O -1.2268 -5.0232 2.2179 -0.035
O -2.6114 -7.4598 1.1990 -0.077
H -2.5179 -7.9791 3.1823 0.130
H -1.0261 -7.7359 2.3530 0.130
H -1.5980 -5.9080 3.9884 0.124
H -3.0914 -5.4805 3.0753 0.145
H -1.7468 -4.3998 1.8316 -0.011
H -2.0513 -7.0354 0.5574 0.038
C -0.7693 2.6850 -5.6590 -0.163
C 0.6384 3.1917 -5.8850 -0.242
O 1.5158 2.7445 -4.8793 -0.076
O -1.3872 3.2790 -4.4563 -0.090
H -0.5810 1.6452 -5.3910 0.105
H -1.4410 2.9385 -6.4858 0.130
H 0.7011 4.2895 -6.0090 0.131
H 1.0515 2.8440 -6.8426 0.125
H 1.3991 3.2966 -4.1107 0.047
H -2.0118 3.9618 -4.7282 0.059
C 5.1900 -2.0152 1.5222 -0.196
C 3.9388 -2.7931 1.2803 -0.264
O 4.2222 -4.1524 1.0666 -0.038
O 6.0617 -2.0576 0.3639 -0.074
H 5.7711 -2.5544 2.3075 0.134
H 5.0631 -0.9907 1.8697 0.114
H 3.4404 -2.4463 0.4004 0.094
H 3.2467 -2.5784 2.0956 0.088
H 4.3783 -4.5147 1.9310 0.032
H 6.7407 -1.3748 0.4035 0.061
C -4.8031 5.7661 -1.6149 -0.187
C -4.5341 4.8638 -2.8284 -0.220
O -3.3074 5.1567 -3.5239 -0.085
O -4.2542 5.2689 -0.3842 -0.086
H -5.8103 6.0502 -1.3851 0.116
H -4.3006 6.6874 -1.9268 0.122
H -5.3613 5.2017 -3.5201 0.139
H -4.7869 3.8793 -2.4889 0.088
H -2.6169 5.0142 -2.8215 0.063
H -3.9812 4.3558 -0.4591 0.072
C 5.7350 -2.2019 -2.9675 -0.220
C 4.3465 -1.8405 -3.5047 -0.186
O 4.4924 -1.0391 -4.7031 -0.114
O 6.4312 -1.0615 -2.5101 -0.064
H 6.3341 -2.7530 -3.6874 0.114
H 5.6229 -2.9049 -2.0868 0.136
H 3.7886 -1.2223 -2.7553 0.126
H 3.8545 -2.8076 -3.6987 0.126
H 4.7294 -0.1163 -4.4463 0.053
H 6.8047 -0.5819 -3.2085 0.045
C -4.0539 -3.4859 -0.2668 -0.192
C -4.3790 -4.9951 -0.2914 -0.195
O -4.6554 -5.4655 1.0867 -0.109
O -2.7593 -3.2150 0.3592 -0.103
H -4.8715 -3.0623 0.3245 0.122
H -4.1178 -3.1688 -1.2778 0.097
H -3.6031 -5.6182 -0.7775 0.113
H -5.3047 -5.0627 -0.8922 0.113
H -4.2926 -6.3842 1.1686 0.065
H -1.9570 -3.1088 -0.2077 0.067
C 2.8615 -5.8706 3.9087 -0.203
C 1.6232 -5.0745 3.7203 -0.206
O 1.3944 -4.0796 4.7529 -0.104
O 4.0390 -5.0633 3.7171 -0.079
H 2.9403 -6.6574 3.2020 0.113
H 2.9634 -6.3081 4.9316 0.140
H 0.7417 -5.6581 3.7133 0.089
H 1.6742 -4.5468 2.7433 0.127
H 1.9230 -3.2396 4.5518 0.076
H 4.0410 -4.5096 4.5124 0.099
```

The HOMO energy comes out at -9.17 eV. As for the HOMO-LUMO gap: 9.47 eV. The charge is 0.

No. 2
10 unconnected molecules or ions with the total composition C38H53F3INO31S. Source: the OMol25 dataset; level of theory: wB97M-V/def2-TZVPD.

XYZ file:
```
128
Properties=species:S:1:pos:R:3:lowdin_charge:R:1
C 3.1908 0.4787 3.0382 -0.118
S 2.8061 1.0214 1.3682 0.673
O 1.8276 2.0783 1.4890 -0.318
O 4.0402 1.4500 0.7771 -0.301
C 2.1562 -0.4450 0.4314 -0.361
C 3.1501 -1.5430 0.8212 -0.144
C 3.0691 -2.8320 -0.0026 -0.307
C 4.0127 -2.8772 -1.1962 -0.596
I 3.6241 -4.7333 -2.2571 0.795
C 2.1291 0.0516 -1.0085 -0.026
C 0.6468 0.3113 -1.3184 -0.491
O 0.1693 0.4260 -2.3983 0.098
N 0.0747 0.4084 -0.0823 0.130
C 0.6684 -0.6061 0.7963 -0.247
C -0.0463 -1.9051 0.4058 -0.044
C 0.0197 -3.0398 1.4712 -0.232
O 0.8223 -2.7501 2.5785 0.025
C -1.3844 -3.4160 1.9118 -0.639
F -2.0059 -2.4086 2.4949 0.165
F -1.3447 -4.4604 2.7305 0.160
F -2.1330 -3.7830 0.8776 0.161
H 4.0865 -0.1198 2.9863 0.056
H 3.3863 1.3587 3.6355 0.076
H 2.3785 -0.1047 3.4470 0.055
H 2.9567 -1.8165 1.8458 0.068
H 4.1433 -1.1084 0.7484 0.125
H 2.0716 -3.0870 -0.3420 0.064
H 3.3745 -3.6424 0.6552 0.098
H 5.0515 -2.8682 -0.9055 0.049
H 3.8432 -2.1051 -1.9324 0.022
H 2.5289 -0.5719 -1.7997 0.124
H 2.5565 1.0433 -1.1584 0.099
H -0.9321 0.4936 -0.0399 0.139
H 0.6034 -0.3171 1.8464 0.096
H 0.2469 -2.2583 -0.5601 0.095
H -1.0944 -1.6495 0.2985 0.112
H 0.3939 -3.9325 0.9806 0.163
H 0.4615 -1.9884 3.0572 0.108
O 0.9680 7.3318 -2.6717 0.142
C 0.7841 6.2173 -2.2908 -0.569
O 1.1295 5.1070 -2.9822 0.061
C 0.9624 3.9798 -2.1090 -0.099
C -0.0445 4.4851 -1.1088 -0.102
O 0.2057 5.8979 -1.1104 0.069
H 0.6128 3.1081 -2.6576 0.128
H 1.9263 3.7481 -1.6503 0.129
H -1.0748 4.3075 -1.4255 0.133
H 0.0995 4.0643 -0.1157 0.131
O -8.6544 -3.1292 3.4446 0.164
C -7.4681 -3.0981 3.4004 -0.573
O -6.7353 -1.9578 3.2867 0.040
C -5.3620 -2.3000 3.5091 -0.117
C -5.3277 -3.7672 3.1535 -0.112
O -6.6630 -4.1860 3.4593 0.068
H -4.7086 -1.6978 2.8826 0.125
H -5.1160 -2.1154 4.5571 0.133
H -5.1359 -3.9381 2.0927 0.135
H -4.6028 -4.3282 3.7376 0.135
O -0.9605 0.0825 2.7917 0.134
C -1.8289 0.8881 2.9438 -0.531
O -2.2593 1.7417 1.9887 0.062
C -3.4495 2.3789 2.4768 -0.099
C -3.2958 2.2524 3.9751 -0.099
O -2.5083 1.0604 4.0957 0.081
H -3.4995 3.4110 2.1397 0.135
H -4.3183 1.8376 2.0970 0.132
H -2.7433 3.0846 4.4129 0.143
H -4.2439 2.1453 4.4970 0.098
O 4.3035 2.0553 -2.4021 0.160
C 4.6658 3.1863 -2.3709 -0.566
O 4.9388 3.8801 -1.2400 0.059
C 5.5499 5.1154 -1.6166 -0.113
C 5.0524 5.3078 -3.0310 -0.116
O 4.8526 3.9627 -3.4713 0.062
H 5.2452 5.9157 -0.9465 0.134
H 6.6346 5.0017 -1.5651 0.133
H 4.0979 5.8379 -3.0719 0.125
H 5.7694 5.8200 -3.6682 0.132
O 5.1496 -6.8877 -4.9180 0.137
C 4.2152 -6.8804 -5.6470 -0.585
O 4.1735 -6.2425 -6.8464 0.058
C 2.9809 -6.6475 -7.5199 -0.124
C 2.0897 -7.0775 -6.3768 -0.123
O 3.0339 -7.5056 -5.3939 0.046
H 2.5654 -5.8241 -8.0957 0.131
H 3.2203 -7.4703 -8.1968 0.132
H 1.5051 -6.2511 -5.9678 0.133
H 1.4174 -7.8891 -6.6446 0.131
O -1.1525 -3.1753 -1.8391 0.153
C -1.9358 -2.5643 -2.4915 -0.546
O -2.3735 -1.3212 -2.1808 0.045
C -3.1037 -0.8184 -3.3006 -0.115
C -3.5416 -2.0883 -3.9958 -0.115
O -2.5069 -3.0085 -3.6366 0.071
H -3.9397 -0.2049 -2.9729 0.132
H -2.4332 -0.2105 -3.9104 0.134
H -4.4948 -2.4652 -3.6192 0.132
H -3.6046 -1.9821 -5.0758 0.133
O -5.4409 2.2740 6.1504 0.145
C -6.2748 1.4272 6.2023 -0.554
O -7.5551 1.5814 5.7886 0.071
C -8.1723 0.2883 5.7823 -0.107
C -7.3366 -0.4803 6.7764 -0.110
O -6.0653 0.1711 6.6732 0.061
H -9.2183 0.3553 6.0696 0.137
H -8.1034 -0.1221 4.7736 0.124
H -7.7042 -0.3834 7.7995 0.135
H -7.2502 -1.5362 6.5307 0.129
O 1.7322 12.4545 -6.7716 0.162
C 1.5539 11.3430 -6.3939 -0.570
O 1.9013 10.2280 -7.0893 0.055
C 1.7415 9.1010 -6.2217 -0.121
C 0.7315 9.6016 -5.2182 -0.118
O 0.9770 11.0126 -5.2112 0.061
H 1.3946 8.2330 -6.7767 0.131
H 2.7048 8.8679 -5.7641 0.132
H -0.2980 9.4249 -5.5369 0.134
H 0.8747 9.1762 -4.2288 0.107
O 3.4025 -2.2568 3.9161 0.133
C 3.1901 -3.3851 4.2320 -0.560
O 3.5687 -4.4624 3.5077 0.065
C 3.3399 -5.6293 4.3020 -0.110
C 2.2700 -5.1613 5.2613 -0.112
O 2.5334 -3.7577 5.3542 0.071
H 3.0200 -6.4620 3.6808 0.135
H 4.2689 -5.8987 4.8078 0.134
H 1.2623 -5.3044 4.8674 0.131
H 2.3398 -5.6325 6.2385 0.133
```

The HOMO energy comes out at -8.96 eV. As for the HOMO-LUMO gap: 8.87 eV. The SMILES is CS(=O)(=O)[C@]1(CCCI)CC(=O)N[C@H]1C[C@@H](O)C(F)(F)F.O=C1OCCO1.O=C1OCCO1.O=C1OCCO1.O=C1OCCO1.O=C1OCCO1.O=C1OCCO1.O=C1OCCO1.O=C1OCCO1.O=C1OCCO1. The charge is 0.

No. 3
A single C4H4O2 molecule. Source: the OMol25 dataset; level of theory: wB97M-V/def2-TZVPD.

XYZ file:
```
10
Properties=species:S:1:pos:R:3:lowdin_charge:R:1
O -2.4279 -0.4393 -0.3909 0.052
C -1.2791 0.1286 -0.0005 -0.127
C -0.1467 -0.6646 0.0281 -0.497
O -0.0873 -1.8775 -0.3086 -0.024
C 1.0543 0.1488 0.2322 -0.098
C 2.2111 0.5540 0.5196 0.211
H -2.1508 -1.3242 -0.7084 0.114
H -1.3531 1.1494 0.3593 0.124
H 1.0368 1.2494 -0.1362 0.171
H 3.1427 1.0754 0.4055 0.074
```

The HOMO energy (spin up / spin down) comes out at -7.74 / -7.03 eV. As for the HOMO-LUMO gap (spin up / spin down): 7.48 / 5.95 eV. The charge is 0.

No. 4
A single C5H9N3 molecule. Source: the OMol25 dataset; level of theory: wB97M-V/def2-TZVPD.

XYZ file:
```
17
Properties=species:S:1:pos:R:3:lowdin_charge:R:1
H 0.0088 -2.5862 -1.5055 0.057
N -0.4075 -2.8511 -0.6043 0.091
C -0.4407 -1.8162 0.2001 -0.192
C 0.7405 -0.8512 0.2452 -0.401
N 1.9629 -1.2494 0.2569 0.137
H 1.9859 -2.2715 0.3509 0.052
N 0.3002 0.4412 -0.0611 -0.137
C 1.2133 1.5707 0.0692 -0.046
C -1.0784 0.4929 -0.3282 -0.209
C -1.8286 1.4771 0.2377 0.052
H -1.0775 -1.8222 1.1043 0.115
H 1.1047 2.0342 1.0545 0.082
H 0.9851 2.3284 -0.6895 0.091
H 2.2640 1.2916 -0.0518 0.079
H -1.4664 -0.0673 -1.1778 0.116
H -1.5077 2.0518 1.0992 0.058
H -2.7586 1.8273 -0.2000 0.053
```

The HOMO energy comes out at -8.79 eV. As for the HOMO-LUMO gap: 8.82 eV. The SMILES is [H]/N=C\C(=N/[H])N(C)C=C. The charge is 0.

E_tot across the listed records, respectively: -4721.16757, -4862.59063, -305.08344, -360.09329 hartree.